1.
Molecular formula: C3H9N3
Method: DFT, ωB97M-V with the def2-TZVPD basis set

```
15
C3H9N3 (ωB97M-V with the def2-TZVPD basis set)
H -1.6272 -0.3633 -2.0817
N -1.4490 -0.6065 -1.1115
C -0.2553 -0.9526 -0.9070
N 0.7600 -1.1042 -1.9078
N 0.3224 -1.0222 0.4030
C 0.6642 0.2800 0.9133
C -0.4973 1.2463 1.3423
H 1.5970 -0.8669 -1.3894
H 0.6147 -0.5922 -2.7636
H -0.4412 -1.3990 0.9644
H 1.2756 0.8101 0.1739
H 1.2190 0.1593 1.8417
H -0.1702 1.7944 2.2165
H -1.3124 0.5740 1.6758
H -0.7003 2.0429 0.6299
```

Properties
- structure (SMILES) = [H]/N=C(\N)NCC
- ΔE to the lowest compared entry with this formula, charge and spin (kJ/mol) = 83.9
- HOMO-LUMO gap (eV) = 10.38
- total energy (eV) = -7726.7046

Per-atom Mulliken charges, elementary charge units: H 0.20; N -0.61; C 0.41; N -0.52; N -0.46; C -0.42; C -1.00; H 0.29; H 0.26; H 0.32; H 0.24; H 0.39; H 0.40; H 0.25; H 0.26

***

2.
Molecular formula: C3H9N3
Method: DFT, ωB97M-V with the def2-TZVPD basis set

```
15
C3H9N3 (ωB97M-V with the def2-TZVPD basis set)
C 1.7901 -0.8870 0.0741
N 1.4753 0.5410 -0.2581
C 0.0609 1.0622 -0.0814
C -0.7498 0.1309 -0.8889
N -1.9620 -0.3133 -0.7136
N -2.7482 -0.0288 0.3691
H 2.0178 -1.0549 1.1582
H 2.6950 -1.3576 -0.4724
H 0.8237 -1.5644 -0.2271
H 2.2240 1.1617 0.2261
H -0.1190 1.0230 1.1232
H 0.1173 2.1888 -0.2668
H -0.3375 -0.1853 -1.7823
H -1.9748 0.3105 1.1162
H -3.3127 -1.0271 0.6238
```

Properties
- structure (SMILES) = CNC/C=N\N
- ΔE to the lowest compared entry with this formula, charge and spin (kJ/mol) = 378.9
- HOMO-LUMO gap (eV) = 9.70
- total energy (eV) = -7723.6474

Per-atom Mulliken charges, elementary charge units: C -0.74; N -0.41; C -0.25; C -0.32; N -0.41; N -0.46; H 0.26; H 0.24; H 0.28; H 0.24; H 0.13; H 0.21; H 0.67; H 0.27; H 0.29

***

3.
Molecular formula: C3H9N3
Method: DFT, ωB97M-V with the def2-TZVPD basis set

```
15
C3H9N3 (ωB97M-V with the def2-TZVPD basis set)
H -0.3917 3.5065 2.0218
N -1.2169 3.0607 1.6360
C -1.0318 1.8283 1.4068
N -1.9967 1.1049 0.7456
H -0.1922 1.2167 1.7485
H -1.8788 0.1172 0.6062
H -2.9451 1.4179 0.8778
C 2.2707 -1.3103 -0.4257
N 1.8156 -1.2839 -1.6057
C 0.4094 -1.6544 -1.7469
H 3.0332 -0.6938 0.0446
H 1.9075 -2.1285 0.2266
H 0.0870 -2.4420 -1.0567
H -0.1656 -0.7387 -1.7016
H 0.2954 -2.0006 -2.7773
```

Properties
- structure (SMILES) = [H]/N=C/N.C=NC
- ΔE to the lowest compared entry with this formula, charge and spin (kJ/mol) = 211.2
- HOMO-LUMO gap (eV) = 10.01
- total energy (eV) = -7725.3847

Per-atom Mulliken charges, elementary charge units: H 0.24; N -0.67; C 0.18; N -0.46; H 0.26; H 0.22; H 0.24; C -0.27; N -0.40; C -0.64; H 0.27; H 0.24; H 0.35; H 0.22; H 0.23

***

4.
Molecular formula: C3H9N3
Method: DFT, ωB97M-V with the def2-TZVPD basis set

```
15
C3H9N3 (ωB97M-V with the def2-TZVPD basis set)
H -2.6170 -0.6430 0.1021
N -1.6546 -0.8939 -0.1002
C -0.8221 0.0570 0.0849
C -1.1345 1.4690 0.5066
N 0.4880 -0.2161 -0.1338
C 0.8753 -1.6030 -0.5384
N 1.4536 0.7678 0.0981
H -0.5968 1.7127 1.4202
H -2.2028 1.5820 0.6774
H -0.8119 2.1654 -0.2640
H 1.4995 -1.5365 -1.4330
H 1.4400 -2.0692 0.2740
H -0.0105 -2.1865 -0.7661
H 1.9925 0.9333 -0.7516
H 2.1014 0.4609 0.8237
```

Properties
- structure (SMILES) = [H]/N=C(\C)N(C)N
- ΔE to the lowest compared entry with this formula, charge and spin (kJ/mol) = 128.5
- HOMO-LUMO gap (eV) = 9.39
- total energy (eV) = -7726.2417

Per-atom Mulliken charges, elementary charge units: H 0.20; N -0.76; C 0.81; C -1.05; N 0.20; C -0.95; N -0.75; H 0.27; H 0.37; H 0.26; H 0.31; H 0.29; H 0.35; H 0.23; H 0.22

***

5.
Molecular formula: C3H9N3
Method: DFT, ωB97M-V with the def2-TZVPD basis set

```
15
C3H9N3 (ωB97M-V with the def2-TZVPD basis set)
C 0.6493 0.7278 -0.0955
C 1.9699 0.0481 -0.0482
N -1.0156 -0.5231 0.5401
N -2.0339 0.0516 1.3409
C -0.4737 0.2759 -0.8807
N -0.3124 -0.4875 -1.9775
H -0.3630 -1.0572 1.1113
H 0.6013 1.7332 0.3198
H -2.7628 0.3646 0.7054
H -2.4412 -0.6643 1.9379
H 0.4519 -1.1516 -1.8513
H -1.2592 1.0301 -0.9811
H 2.6675 0.5252 -0.7464
H 1.9098 -1.0055 -0.3233
H 2.4120 0.1326 0.9485
```

Properties
- ΔE to the lowest compared entry with this formula, charge and spin (kJ/mol) = 556.0
- HOMO-LUMO gap (alpha / beta) (eV) = 7.17 / 7.09
- total energy (eV) = -7721.8115

Per-atom Mulliken charges, elementary charge units: C 0.05; C -1.20; N -0.17; N -0.55; C -0.09; N -0.79; H 0.28; H 0.34; H 0.26; H 0.25; H 0.21; H 0.37; H 0.33; H 0.34; H 0.35

***

6.
Molecular formula: C3H9N3O
Method: DFT, ωB97M-V with the def2-TZVPD basis set

```
16
C3H9N3O (ωB97M-V with the def2-TZVPD basis set)
C -1.5607 -0.6749 1.0495
C 0.4353 0.4512 1.8253
N -0.6947 0.4562 0.9510
N 0.2115 1.2603 -1.0894
C 0.5362 0.0215 -1.3756
N 1.0018 -0.3448 -2.6466
O 0.4487 -0.8998 -0.5153
H 0.0800 1.8825 -1.8830
H 1.4575 -1.2442 -2.6672
H 1.4877 0.3679 -3.1676
H -2.2792 -0.3725 1.8342
H 0.0510 0.8964 2.7608
H -2.1386 -0.7796 0.1330
H -1.0878 -1.6228 1.3164
H 0.8637 -0.5321 2.0361
H 1.1879 1.1347 1.4385
```

Properties
- ΔE to the lowest compared entry with this formula, charge and spin (kJ/mol) = 458.8
- HOMO-LUMO gap (alpha / beta) (eV) = 9.05 / 6.72
- total energy (eV) = -9770.7845

Per-atom Mulliken charges, elementary charge units: C -0.68; C -0.70; N -0.17; N -0.52; C 0.75; N -0.51; O -0.61; H 0.20; H 0.25; H 0.21; H 0.34; H 0.36; H 0.25; H 0.29; H 0.29; H 0.25

***

7.
Molecular formula: C3H9N3O
Method: DFT, ωB97M-V with the def2-TZVPD basis set

```
16
C3H9N3O (ωB97M-V with the def2-TZVPD basis set)
N -0.4790 -2.1656 1.5547
C -0.6632 -0.6883 1.4701
N -0.6604 -0.1901 0.1576
C 0.5191 -0.0793 -0.6714
C 0.2489 0.9505 -1.7372
N 0.5407 2.2517 -1.4216
O -0.2877 0.6529 -2.7776
H 0.5169 -2.2862 1.3754
H -0.5797 -2.4598 2.5230
H -1.5069 -0.3655 2.0827
H 0.1348 -0.1935 2.0570
H -1.5156 0.0774 -0.2924
H 1.4439 0.0892 -0.1085
H 0.6472 -1.0429 -1.1855
H 0.3245 2.8953 -2.1686
H 1.3164 2.5544 -0.8577
```

Properties
- structure (SMILES) = NCNCC(N)=O
- ΔE to the lowest compared entry with this formula, charge and spin (kJ/mol) = 104.1
- HOMO-LUMO gap (eV) = 9.42
- total energy (eV) = -9774.4607

Per-atom Mulliken charges, elementary charge units: N -0.68; C -0.60; N -0.20; C -0.35; C 0.32; N -0.40; O -0.56; H 0.25; H 0.26; H 0.40; H 0.34; H 0.20; H 0.35; H 0.23; H 0.25; H 0.22

***

8.
Molecular formula: C3H9N3O
Method: DFT, ωB97M-V with the def2-TZVPD basis set

```
16
C3H9N3O (ωB97M-V with the def2-TZVPD basis set)
C -0.0367 -0.7911 -1.2687
C -0.1279 0.3999 -0.3355
N -0.2089 1.6214 -1.0929
O -1.3138 -0.9308 1.1765
N -1.1873 0.4256 0.6645
H -2.1649 -0.8897 1.6360
H -1.1174 1.6432 -1.5459
H -0.1896 2.4091 -0.4534
H -0.9006 -0.7967 -1.9384
H 0.8745 -0.7298 -1.8680
H -0.0489 -1.7346 -0.7240
C 1.6874 -0.4017 1.0731
N 0.9720 0.5891 0.6706
H -0.2012 0.8683 1.4060
H 2.3224 -0.2773 1.9492
H 1.6409 -1.4049 0.6509
```

Properties
- ΔE to the lowest compared entry with this formula, charge and spin (kJ/mol) = 445.4
- HOMO-LUMO gap (eV) = 9.68
- total energy (eV) = -9770.9234

Per-atom Mulliken charges, elementary charge units: C -1.57; C 0.95; N -0.65; O -0.42; N -0.53; H 0.35; H 0.30; H 0.24; H 0.43; H 0.32; H 0.36; C -0.22; N -0.48; H 0.45; H 0.27; H 0.21

***

Q: The lowest ΔE to the lowest compared entry with this formula, charge and spin belongs to which entry?
A: number 1

***

Q: The highest ΔE to the lowest compared entry with this formula, charge and spin belongs to which entry?
A: number 5

***

Q: What is the total energy in the third record?
A: -7725.3847 eV

***

Q: The lowest ΔE to the lowest compared entry with this formula, charge and spin belongs to which entry?
A: number 1